{"formula": "C38H33BaN5O7S7", "method": "ωB97M-V with the def2-TZVPD basis set", "charge": -2, "homo_lumo_gap_ev": 6.3, "max_force_ha_per_bohr": 0.0561, "homo_energy_ev": -2.569, "species": ["Ba", "S", "S", "S", "S", "S", "S", "S", "O", "O", "O", "O", "O", "O", "O", "N", "N", "N", "N", "N", "C", "C", "C", "C", "C", "C", "C", "C", "C", "C", "C", "C", "C", "C", "C", "C", "C", "C", "C", "C", "C", "C", "C", "C", "C", "C", "C", "C", "C", "C", "C", "C", "C", "C", "C", "C", "C", "C", "H", "H", "H", "H", "H", "H", "H", "H", "H", "H", "H", "H", "H", "H", "H", "H", "H", "H", "H", "H", "H", "H", "H", "H", "H", "H", "H", "H", "H", "H", "H", "H", "H"], "positions_angstrom": [[-0.884, 0.361, -0.741], [-0.979, -3.359, 0.634], [0.161, 1.203, 3.061], [-2.853, -2.037, -1.999], [5.605, -0.127, 4.281], [0.774, 3.109, 0.308], [-0.162, 1.843, -3.502], [-3.260, 1.036, -3.334], [-3.250, -1.004, -1.019], [-0.017, -3.925, -0.293], [-1.448, -2.002, -2.256], [4.055, -4.406, -2.322], [-3.670, -2.195, -3.160], [-0.787, -3.860, 1.981], [-1.124, -1.857, 0.689], [3.454, 0.855, 3.143], [3.197, -1.367, 3.544], [-2.282, 3.241, -0.759], [1.826, -4.498, -2.464], [1.672, -0.589, -0.940], [2.835, -2.654, -1.234], [2.267, 4.630, 4.208], [-5.085, -4.947, -0.519], [-2.973, 5.620, -1.971], [-3.226, -3.500, -1.066], [2.238, -4.887, 3.791], [3.289, -2.752, 3.821], [2.986, -3.919, -2.043], [2.666, -0.085, -0.210], [1.785, -1.767, -1.488], [-0.641, 4.164, 0.732], [2.838, 5.176, 3.089], [4.064, -0.262, 3.654], [-2.010, 4.397, -5.990], [-1.067, 3.715, -5.245], [1.446, 3.484, 4.183], [4.643, -4.787, 4.091], [-4.509, -3.956, -1.277], [1.492, 3.424, 1.877], [-3.715, 4.494, -2.253], [-2.081, 5.617, -0.912], [-2.507, -4.025, 0.041], [-4.328, -5.550, 0.500], [3.843, -2.177, -0.366], [-3.294, 3.331, -1.597], [2.407, 4.584, 1.924], [3.799, -0.883, 0.106], [1.038, 2.775, 3.064], [-1.694, 4.394, -0.314], [4.576, -3.384, 3.987], [-4.069, 2.034, -2.027], [-3.058, -5.079, 0.791], [-2.724, 2.276, -4.443], [-1.378, 2.626, -4.409], [-3.684, 2.916, -5.224], [-3.333, 3.976, -5.992], [2.102, -3.481, 3.730], [3.432, -5.545, 3.947], [-5.005, 2.433, -2.258], [2.526, 0.831, 0.307], [-1.165, 3.688, 1.580], [1.099, -2.995, 3.661], [1.117, 3.134, 5.149], [-0.092, 5.075, 0.974], [-1.747, 5.190, -6.626], [-1.477, 6.541, -0.642], [1.072, -2.041, -2.176], [5.580, -5.370, 4.051], [1.821, -5.271, -3.149], [1.279, -5.408, 3.648], [-4.545, 4.407, -2.968], [-2.379, -5.553, 1.491], [2.483, 0.846, 2.849], [2.710, 4.962, 0.933], [3.429, 6.112, 3.145], [4.536, -0.418, 0.772], [-4.670, 2.621, -5.232], [-4.880, -6.326, 0.992], [5.477, -2.773, 3.923], [-6.143, -5.130, -0.728], [3.767, 1.683, 3.602], [4.599, -2.849, -0.107], [-4.141, 4.548, -6.524], [2.425, 5.156, 5.149], [-4.257, 1.268, -1.294], [-3.060, 6.549, -2.565], [0.893, -4.275, -2.032], [2.241, -1.004, 3.430], [-5.243, -3.478, -1.923], [-0.074, 4.105, -5.293], [3.423, -6.672, 4.055]], "lowdin_charge": [1.6205, 0.4814, 0.4336, 0.3374, 0.5412, 0.7971, 0.4060, 0.9237, -0.5084, -0.3290, -0.4153, 0.0383, -0.3241, -0.3389, -0.5469, 0.0666, 0.0681, 0.1005, 0.1587, -0.0706, -0.0766, -0.1242, -0.0946, -0.0767, -0.2064, -0.1100, -0.2280, -0.5123, -0.1105, -0.1145, -0.3889, -0.1380, -0.8880, -0.1155, -0.1325, -0.1408, -0.0960, -0.0960, -0.5763, -0.0318, -0.0322, -0.2092, -0.0849, 0.0133, -0.3057, -0.1141, -0.0288, -0.7600, -0.2901, -0.0420, -0.3595, -0.0575, -0.5775, -0.7969, -0.1533, -0.1426, -0.0138, -0.1285, 0.0429, 0.0616, 0.0936, 0.1238, 0.0885, 0.0746, 0.0720, 0.1257, 0.0811, 0.0925, 0.1188, 0.1057, 0.1172, 0.1052, -0.0243, 0.0938, 0.1049, 0.1019, 0.0762, 0.0840, 0.0400, 0.0993, 0.0662, 0.0996, 0.1040, 0.0927, 0.0492, 0.1129, 0.0896, 0.1089, 0.1139, 0.0805, 0.1043]}

{"formula": "C38H33BrIN8ORe", "method": "ωB97M-V with the def2-TZVPD basis set", "s_squared": 3.81, "charge": 3, "de_lowest_kj_mol": 0.00, "spin_multiplicity": 4, "homo_lumo_gap_ev": [7.6, 6.1], "max_force_ha_per_bohr": 0.0131, "homo_energy_ev": [-15.020, -15.610], "species": ["Re", "I", "Br", "O", "N", "N", "N", "N", "N", "N", "N", "N", "C", "C", "C", "C", "C", "C", "C", "C", "C", "C", "C", "C", "C", "C", "C", "C", "C", "C", "C", "C", "C", "C", "C", "C", "C", "C", "C", "C", "C", "C", "C", "C", "C", "C", "C", "C", "C", "C", "H", "H", "H", "H", "H", "H", "H", "H", "H", "H", "H", "H", "H", "H", "H", "H", "H", "H", "H", "H", "H", "H", "H", "H", "H", "H", "H", "H", "H", "H", "H", "H", "H"], "positions_angstrom": [[-0.792, -0.154, 0.023], [-5.076, -3.986, 2.475], [0.355, -0.019, 3.572], [-0.437, 4.998, 3.574], [-0.627, 1.492, 1.421], [0.496, 0.543, -1.530], [-2.769, 0.491, -0.862], [-4.425, -0.169, -2.173], [-2.869, -0.416, 2.353], [-2.193, -1.064, 1.389], [-1.094, -1.583, -1.655], [1.501, 0.142, -3.450], [1.794, 1.472, -3.140], [0.922, -4.696, 2.277], [2.775, -5.091, 3.737], [-2.799, -2.259, 1.287], [-5.519, 2.462, 0.763], [1.328, 2.966, -1.307], [4.433, -1.275, -0.391], [3.142, -1.697, -0.118], [-2.139, -1.107, -2.611], [2.527, -2.924, 2.726], [2.688, 3.644, -3.208], [0.820, -1.270, 0.677], [-3.846, -2.372, 2.194], [2.561, 2.415, -3.814], [-6.310, 1.167, -1.131], [2.201, -0.817, 0.437], [-4.998, 0.723, -1.269], [-3.124, -0.264, -1.885], [-6.551, 2.045, -0.098], [-3.854, -1.165, 2.864], [1.626, -5.549, 3.096], [-0.129, 2.710, 3.429], [2.602, 0.496, 0.705], [-0.995, 3.879, 1.516], [2.087, 3.910, -1.964], [4.817, 0.026, -0.089], [-1.031, 2.674, 0.877], [0.572, -2.550, 1.192], [0.757, -0.355, -2.466], [1.368, -3.372, 2.047], [1.161, 1.728, -1.928], [0.218, -1.732, -2.341], [-0.188, 1.546, 2.704], [-3.960, 1.123, -0.433], [3.901, 0.910, 0.464], [3.214, -3.777, 3.560], [-0.526, 3.909, 2.834], [-4.224, 2.014, 0.611], [-1.400, 2.622, -0.140], [3.325, -5.756, 4.389], [-2.602, 0.517, 2.623], [0.920, 3.180, -0.334], [-0.406, -2.984, 1.002], [1.842, -0.370, -4.249], [0.125, -2.230, -3.306], [-1.332, 4.772, 1.004], [5.146, -1.965, -0.823], [-7.100, 0.843, -1.796], [3.041, 2.195, -4.759], [0.020, -5.043, 1.785], [-3.448, 2.362, 1.278], [4.203, 1.922, 0.704], [-1.643, -0.494, -3.367], [0.868, -2.326, -1.697], [5.832, 0.350, -0.280], [-5.751, 3.159, 1.558], [2.240, 4.879, -1.506], [3.275, 4.416, -3.688], [2.869, -1.906, 2.605], [-7.553, 2.423, 0.055], [-0.717, 5.799, 3.107], [-2.471, -3.004, 0.580], [-4.900, -0.626, -2.938], [1.288, -6.565, 3.246], [2.854, -2.720, -0.339], [4.096, -3.429, 4.081], [0.228, 2.706, 4.450], [-2.610, -1.944, -3.125], [-4.487, -0.800, 3.659], [1.897, 1.192, 1.136], [-1.364, -2.495, -1.295]], "mulliken_spin": [1.8704, 0.0005, 0.0006, 0.0071, 0.1322, -0.0107, 0.0204, 0.0065, 0.0023, 0.0171, 0.0284, 0.0195, 0.0056, 0.0980, 0.1360, 0.0104, 0.0000, 0.0273, -0.0085, 0.0435, 0.0068, 0.0900, -0.0004, 0.1123, 0.0029, 0.0041, 0.0013, 0.0132, 0.0007, 0.0613, 0.0021, 0.0206, -0.0386, -0.0007, 0.0064, -0.0148, 0.0020, 0.0262, 0.0486, 0.0317, -0.0050, 0.1451, 0.0152, 0.0297, 0.0155, 0.0029, -0.0044, -0.0425, 0.0135, 0.0063, 0.0178, 0.0032, -0.0011, 0.0025, 0.0228, -0.0008, 0.0004, -0.0009, -0.0004, 0.0001, 0.0000, 0.0050, 0.0023, 0.0000, -0.0002, -0.0081, 0.0007, 0.0000, 0.0000, 0.0000, 0.0084, 0.0001, -0.0004, 0.0028, -0.0003, 0.0006, 0.0081, -0.0001, 0.0006, -0.0003, 0.0007, -0.0137, -0.0087]}

{"formula": "C38H33CeCl2O2P2", "method": "ωB97M-V with the def2-TZVPD basis set", "s_squared": 0.75, "charge": 2, "spin_multiplicity": 2, "homo_lumo_gap_ev": [6.4, 6.4], "max_force_ha_per_bohr": 0.1033, "homo_energy_ev": [-13.459, -13.456], "species": ["Ce", "Cl", "Cl", "P", "P", "O", "O", "C", "C", "C", "C", "C", "C", "C", "C", "C", "C", "C", "C", "C", "C", "C", "C", "C", "C", "C", "C", "C", "C", "C", "C", "C", "C", "C", "C", "C", "C", "C", "C", "C", "C", "C", "C", "C", "C", "H", "H", "H", "H", "H", "H", "H", "H", "H", "H", "H", "H", "H", "H", "H", "H", "H", "H", "H", "H", "H", "H", "H", "H", "H", "H", "H", "H", "H", "H", "H", "H", "H"], "positions_angstrom": [[1.550, -1.804, -0.674], [1.688, -4.386, 3.935], [4.472, -3.978, 3.071], [0.725, 0.652, 1.347], [-0.855, -0.804, -1.541], [1.342, -2.666, 1.546], [3.169, -3.283, 0.454], [-3.464, -1.310, -2.397], [-1.105, -0.628, 4.830], [-0.731, 2.142, -4.370], [1.404, -4.712, -2.312], [-4.501, -1.347, 0.202], [2.827, -4.359, 2.594], [-0.054, 2.047, 0.421], [1.384, -3.754, -3.319], [3.535, 3.001, 3.264], [-0.285, 0.623, 2.896], [-1.452, 2.166, 0.338], [2.366, 2.341, 2.894], [-1.762, 1.685, 4.533], [-0.294, -2.467, -2.078], [-3.135, -1.130, 0.012], [-1.821, 0.498, 5.267], [2.418, -3.366, 1.480], [-2.624, -1.060, -1.300], [-4.824, -1.537, -2.185], [0.745, 2.948, -0.301], [-1.135, 0.998, -3.657], [-0.220, 0.362, -2.809], [-2.029, 3.229, -0.361], [2.357, 1.354, 1.899], [3.603, 0.926, 1.371], [0.673, -4.498, -1.125], [-1.219, 4.150, -1.038], [-0.980, 1.749, 3.377], [1.157, 0.654, -2.929], [4.741, 2.660, 2.644], [4.774, 1.613, 1.708], [0.629, -2.581, -3.158], [1.555, 1.675, -3.790], [-0.356, -0.572, 3.651], [0.625, 2.445, -4.484], [-0.269, -3.448, -1.031], [-5.353, -1.533, -0.894], [0.162, 3.972, -1.045], [5.712, 1.314, 1.238], [-1.476, 2.793, -4.826], [5.652, 3.201, 2.908], [-3.115, 3.309, -0.415], [-0.901, -3.298, -0.142], [-2.953, 1.854, -2.212], [-0.923, 2.701, 2.848], [-1.671, 4.979, -1.591], [0.701, -1.752, -3.870], [1.443, 2.586, 3.410], [0.789, -5.151, -0.257], [-1.130, -1.554, 5.417], [0.949, 3.265, -5.136], [-2.157, 0.609, -3.715], [-2.328, 2.561, 4.862], [-2.428, 0.443, 6.172], [1.949, 0.089, -2.395], [-6.429, -1.664, -0.745], [2.619, 1.859, -3.907], [-2.099, 1.441, 0.838], [0.192, -1.457, 3.304], [2.771, -5.351, 2.141], [3.665, 0.037, 0.721], [-5.472, -1.707, -3.045], [-2.451, -1.017, 0.861], [3.495, 3.765, 4.053], [-2.438, 2.191, -2.659], [1.929, -3.901, -4.265], [1.981, -5.620, -2.450], [1.829, 2.850, -0.257], [0.793, 4.645, -1.633], [-3.039, -1.330, -3.403], [-4.894, -1.358, 1.215]], "mulliken_spin": [1.0022, 0.0000, -0.0001, 0.0089, 0.0155, -0.0031, -0.0030, -0.0002, 0.0002, 0.0003, 0.0069, -0.0002, 0.0000, -0.0038, -0.0081, 0.0000, -0.0002, -0.0002, -0.0003, 0.0000, -0.0064, -0.0007, -0.0002, -0.0010, -0.0011, -0.0003, 0.0012, -0.0004, -0.0120, 0.0002, -0.0086, 0.0027, -0.0099, -0.0002, -0.0010, 0.0152, 0.0000, 0.0030, 0.0055, 0.0036, -0.0001, -0.0003, 0.0052, 0.0002, 0.0003, 0.0001, 0.0001, 0.0000, 0.0000, 0.0014, 0.0000, 0.0000, 0.0000, 0.0048, 0.0001, 0.0001, 0.0000, 0.0000, -0.0001, 0.0000, 0.0000, -0.0126, 0.0000, 0.0002, 0.0000, 0.0004, -0.0002, -0.0033, 0.0000, 0.0001, 0.0000, 0.0000, 0.0000, -0.0001, -0.0003, 0.0000, 0.0001, 0.0000]}